{
  "formula": "C25H44FN2O12PS",
  "method": "ωB97M-V/def2-TZVPD",
  "energy_ha": -2830.81368,
  "gap_ev": 8.87,
  "elements": ["C", "C", "N", "N", "P", "C", "C", "C", "S", "O", "O", "F", "H", "H", "H", "H", "H", "H", "H", "H", "H", "H", "H", "H", "H", "H", "O", "C", "O", "C", "C", "C", "H", "H", "H", "H", "H", "H", "O", "C", "O", "C", "C", "C", "H", "H", "H", "H", "H", "H", "O", "C", "O", "C", "C", "C", "H", "H", "H", "H", "H", "H", "O", "C", "O", "C", "C", "C", "H", "H", "H", "H", "H", "H", "O", "C", "O", "C", "C", "C", "H", "H", "H", "H", "H", "H"],
  "coordinates": [[4.3254, 0.6023, 1.3507], [2.8556, 0.1445, 1.3158], [2.2851, 0.0683, -0.0544], [1.4858, 1.2565, -0.2947], [-0.2460, 0.9636, -0.5506], [-0.4854, -0.8235, -0.8396], [-0.8657, 1.2251, 1.1682], [-1.2610, 2.6943, 1.3804], [2.0725, 2.3068, -1.4365], [1.8333, 3.6384, -0.9964], [1.6932, 1.9811, -2.7703], [3.6036, 2.0431, -1.3018], [4.8420, 0.0738, 2.1521], [4.8372, 0.4509, 0.4017], [4.3768, 1.6545, 1.6257], [2.6903, -0.7825, 1.8641], [2.2842, 0.9055, 1.8213], [3.0465, 0.0100, -0.7187], [0.3715, -1.3164, -1.2933], [-0.7455, -1.3487, 0.0817], [-1.3553, -0.8851, -1.4935], [-1.6542, 0.5131, 1.4063], [-0.0104, 0.9950, 1.8109], [-0.3655, 3.2906, 1.5433], [-1.7732, 3.0500, 0.4876], [-1.9157, 2.7327, 2.2503], [-4.8277, -1.4371, -1.7610], [-4.3853, -0.8661, -2.7160], [-3.0781, -0.5338, -2.8226], [-2.8531, 0.2355, -4.0240], [-4.0125, -0.1183, -4.9408], [-5.1395, -0.3775, -3.9389], [-2.8397, 1.2962, -3.7625], [-1.8921, -0.0356, -4.4428], [-4.2302, 0.6577, -5.6708], [-3.7849, -1.0350, -5.4856], [-5.6762, 0.5350, -3.6746], [-5.8402, -1.1342, -4.2805], [2.7264, 1.3005, 3.8633], [2.9561, 0.6097, 4.8132], [3.9209, 0.9030, 5.7144], [4.0366, -0.1575, 6.6800], [2.6963, -0.8802, 6.6407], [2.2847, -0.6991, 5.1813], [4.8664, -0.8032, 6.3848], [4.2574, 0.2741, 7.6529], [2.7592, -1.9178, 6.9618], [1.9814, -0.3707, 7.2879], [2.6842, -1.4872, 4.5400], [1.2080, -0.6257, 5.0539], [-1.2888, -0.7460, -6.8498], [-0.1786, -0.6754, -6.4018], [0.0773, -0.8457, -5.0859], [1.4754, -0.5955, -4.8200], [2.1748, -0.8074, -6.1539], [1.1029, -0.3589, -7.1456], [1.5869, 0.4221, -4.4462], [1.8129, -1.2923, -4.0557], [3.1143, -0.2642, -6.2322], [2.3844, -1.8681, -6.2986], [1.1395, 0.7147, -7.3372], [1.1421, -0.9053, -8.0835], [-2.0825, 1.0896, 5.3254], [-1.8396, 2.1439, 5.8336], [-0.6882, 2.3962, 6.5021], [-0.7330, 3.7088, 7.0885], [-1.7690, 4.4747, 6.2759], [-2.7400, 3.3644, 5.8770], [-1.0198, 3.6080, 8.1376], [0.2582, 4.1523, 7.0366], [-2.2274, 5.2926, 6.8280], [-1.3024, 4.8920, 5.3826], [-3.5110, 3.2007, 6.6310], [-3.1967, 3.5383, 4.9071], [0.9566, -4.2914, -4.5138], [0.0694, -4.4263, -3.7220], [0.2701, -4.8841, -2.4639], [-0.9911, -5.0285, -1.7834], [-1.9517, -4.1025, -2.5184], [-1.4062, -4.1555, -3.9442], [-1.2952, -6.0760, -1.8418], [-0.8603, -4.7589, -0.7382], [-2.9933, -4.4027, -2.4259], [-1.8606, -3.0876, -2.1285], [-1.8270, -4.9825, -4.5186], [-1.5455, -3.2201, -4.4810]],
  "atomic_forces_ev_per_a": [[-0.34, -0.13, 0.58], [0.22, 0.63, -0.58], [-0.02, 0.02, 0.99], [0.88, -1.11, -0.84], [-0.94, 0.83, -0.39], [0.04, -0.16, 0.36], [1.00, 0.01, -0.03], [-0.05, -0.80, -0.06], [-1.54, 1.26, 0.20], [0.28, -0.25, 0.06], [0.59, -0.48, -0.02], [0.15, -0.18, 0.03], [0.22, -0.08, -0.17], [0.10, -0.14, 0.04], [0.05, 0.08, -0.24], [0.07, -0.23, -0.31], [-0.23, -0.12, 0.13], [-0.20, -0.01, -0.21], [0.05, 0.11, -0.07], [0.22, -0.01, 0.07], [0.13, -0.01, -0.07], [-0.16, 0.06, -0.16], [-0.22, -0.19, 0.23], [-0.08, 0.16, 0.00], [-0.15, 0.25, 0.15], [0.00, 0.36, 0.01], [0.16, -0.11, 0.00], [-0.31, 0.16, 0.10], [-0.08, -0.03, -0.07], [0.05, 0.20, -0.29], [-0.20, -0.07, 0.08], [0.40, -0.11, -0.33], [-0.05, -0.02, 0.11], [0.02, -0.07, 0.18], [0.03, 0.04, 0.03], [0.07, 0.04, -0.03], [-0.06, -0.04, 0.05], [-0.16, 0.06, 0.17], [0.09, 0.26, 0.46], [-0.13, -0.17, -0.24], [0.01, 0.02, 0.04], [-0.03, -0.13, 0.13], [-0.06, -0.06, -0.06], [-0.03, 0.10, 0.48], [-0.01, 0.00, -0.03], [0.05, 0.13, -0.07], [0.07, 0.00, -0.02], [0.01, 0.01, 0.00], [-0.04, 0.02, -0.06], [0.01, -0.01, -0.22], [-0.06, -0.10, 0.11], [-0.09, 0.19, -0.21], [0.13, -0.04, -0.10], [0.32, -0.02, 0.13], [0.00, -0.06, -0.13], [0.27, -0.33, 0.26], [-0.11, -0.03, -0.03], [-0.16, -0.06, 0.02], [-0.04, 0.07, 0.04], [-0.01, -0.01, 0.04], [-0.07, 0.00, -0.05], [-0.15, 0.15, -0.10], [0.27, -0.07, 0.00], [-0.43, -0.09, -0.02], [0.04, -0.03, -0.03], [0.01, 0.19, 0.04], [-0.12, 0.00, -0.03], [0.45, 0.38, -0.03], [-0.03, -0.02, -0.01], [0.06, -0.14, -0.03], [0.02, -0.04, 0.06], [0.02, 0.00, 0.01], [-0.05, -0.05, -0.06], [-0.16, -0.18, 0.04], [0.21, 0.05, 0.13], [-0.20, 0.00, -0.34], [0.02, 0.04, 0.02], [-0.18, 0.04, 0.08], [-0.02, 0.02, -0.10], [-0.09, 0.21, 0.46], [0.01, 0.00, -0.03], [0.16, -0.01, -0.01], [0.02, -0.05, 0.03], [-0.03, -0.03, 0.00], [0.03, 0.02, -0.07], [0.08, -0.09, -0.20]]
}

***

{
  "formula": "C25H44IrO2P2",
  "method": "ωB97M-V/def2-TZVPD",
  "spin_multiplicity": 5,
  "energy_ha": -1915.94413,
  "total_charge": 1,
  "gap_ev": [6.07, 6.36],
  "elements": ["Ir", "C", "C", "C", "C", "C", "C", "H", "H", "H", "C", "H", "H", "H", "C", "H", "H", "H", "C", "H", "H", "H", "C", "H", "H", "H", "C", "C", "C", "C", "C", "C", "C", "C", "H", "H", "H", "H", "H", "H", "H", "H", "H", "H", "H", "H", "P", "C", "C", "P", "C", "C", "C", "H", "H", "H", "H", "H", "H", "H", "H", "H", "H", "H", "H", "H", "H", "C", "O", "C", "O", "H", "H", "H"],
  "coordinates": [[-1.5585, -0.3652, 0.0259], [-0.1762, 3.1438, 0.2595], [-0.7270, 2.9153, -1.0443], [-2.0931, 1.7410, 0.4540], [-0.9658, 2.4949, 1.1900], [-1.8762, 2.1482, -0.9388], [1.0763, 3.8795, 0.5864], [1.6420, 4.1010, -0.3236], [1.7138, 3.2339, 1.2015], [0.9263, 4.8167, 1.1461], [-0.8346, 2.7481, 2.6174], [0.1356, 2.3969, 2.9745], [-1.5625, 2.2091, 3.2209], [-0.9328, 3.8232, 2.8495], [-3.3951, 2.2654, 1.0143], [-3.2425, 3.3558, 1.0541], [-3.5840, 1.9259, 2.0370], [-4.2637, 2.0662, 0.3809], [-2.9847, 2.1641, -1.9310], [-3.3892, 3.1865, -2.0174], [-3.8203, 1.5012, -1.6741], [-2.6339, 1.8612, -2.9300], [-0.1641, 3.4190, -2.3198], [-0.3817, 4.4918, -2.4841], [-0.5898, 2.8546, -3.1615], [0.9180, 3.2758, -2.3293], [3.1049, 0.2505, 1.9200], [3.3479, 1.3664, 1.1834], [3.3017, 1.4097, -0.2804], [2.9346, 0.0438, -0.9240], [1.4798, -0.2731, -0.8837], [0.6281, -0.5415, 0.1915], [0.9071, -0.9760, 1.5484], [2.4187, -1.0611, 1.8971], [4.2194, 1.8270, -0.6996], [3.5118, -0.7524, -0.4613], [2.5369, 2.0576, -0.6875], [2.9906, -1.8622, 1.3767], [3.9247, 0.2058, 2.6977], [3.5278, 2.3307, 1.7038], [2.4346, -1.4494, 2.9329], [0.4410, -0.2653, 2.2990], [-3.0057, -0.6186, -0.8577], [0.4141, -1.9466, 1.8093], [3.2013, 0.0213, -2.0073], [0.9540, 0.0036, -1.8089], [1.7586, -2.6913, -0.8560], [2.6902, -4.0378, 0.0465], [2.7162, -3.0055, -2.4495], [-1.3080, -2.1794, -1.2767], [0.1597, -3.4470, -1.0566], [-1.0232, -2.0148, -3.1042], [-2.4470, -3.6610, -1.4913], [2.0996, -4.4053, 0.8939], [3.6867, -3.7038, 0.3978], [2.8417, -4.8641, -0.6806], [2.7507, -4.1162, -2.5698], [3.7522, -2.6177, -2.3684], [2.2097, -2.5506, -3.3183], [-1.9369, -4.6110, -1.7401], [-3.1810, -3.4536, -2.2947], [-2.9763, -3.7914, -0.5322], [-0.0552, -4.0328, -0.1479], [0.2754, -4.2199, -1.8799], [-1.9983, -2.0137, -3.5971], [-0.4221, -2.8106, -3.5716], [-0.5348, -1.0620, -3.2920], [-2.8328, -0.0030, 4.0958], [-2.6552, 0.3985, 2.7007], [-2.4997, -0.5992, 1.8055], [-2.9226, -1.7309, 2.0297], [-3.7655, -0.5633, 4.3022], [-2.9320, 0.9041, 4.6907], [-1.9598, -0.5410, 4.4562]],
  "atomic_forces_ev_per_a": [[0.05, 0.73, -1.22], [-0.16, -0.24, -2.02], [2.29, 1.07, 1.01], [1.23, 1.48, 0.08], [-1.28, -0.99, -1.22], [-1.71, -0.95, 1.43], [0.36, 0.15, -0.08], [-0.12, 0.18, 0.16], [-0.18, 0.22, 0.03], [-0.12, -0.30, -0.23], [-0.29, -0.19, 1.23], [0.30, 0.24, 0.03], [-0.02, 0.18, -0.21], [0.23, -0.31, -0.14], [-0.66, 0.40, 0.31], [-0.45, -0.06, -0.06], [-0.18, 0.34, -0.71], [0.10, -0.09, 0.16], [-0.11, -0.40, -0.66], [0.21, -0.18, 0.02], [0.38, 0.15, 0.09], [-0.10, 0.21, 0.22], [-0.09, 0.11, -0.46], [0.15, -0.44, 0.06], [0.18, 0.26, 0.14], [0.04, 0.17, -0.13], [3.31, 1.07, 1.50], [-1.10, -0.72, 0.36], [-1.57, -0.37, -1.76], [1.26, -0.02, -0.66], [-1.49, 0.32, 1.08], [-2.19, 1.42, -1.91], [1.13, -0.15, 1.68], [-0.35, -1.14, 0.27], [0.25, -0.32, 0.22], [0.27, 0.03, 0.12], [-0.30, 0.71, 0.07], [-0.57, 0.58, -0.13], [-1.77, 0.69, 0.56], [1.07, -1.04, -0.22], [0.08, 0.36, -0.29], [0.37, -0.53, -0.90], [1.15, 0.51, 0.33], [0.22, 0.56, -0.52], [0.07, 0.24, 0.76], [0.06, -0.15, 0.33], [2.21, -2.05, -0.79], [0.19, -0.08, 0.17], [-0.57, 0.16, -0.06], [1.08, -4.12, -1.87], [-0.50, -0.09, -0.01], [0.05, 0.72, -0.15], [-1.06, 0.53, 0.68], [0.23, 0.14, -0.08], [-0.56, -0.14, -0.20], [-0.15, 0.39, 0.56], [-0.05, 0.94, -0.08], [-0.66, -0.18, 0.02], [0.33, -0.16, 0.30], [-0.01, 0.77, 0.11], [0.24, -0.03, 0.59], [-0.01, -0.12, -0.43], [0.06, 0.33, -0.11], [-0.59, 1.08, 0.67], [0.08, 0.23, 0.03], [-0.25, 0.12, 0.48], [0.03, 0.13, -0.28], [-0.84, 0.07, 0.14], [0.52, -1.09, 1.54], [-0.84, -2.49, 0.94], [0.31, 1.11, 0.27], [0.64, 0.00, -0.60], [0.19, 0.25, -0.32], [-0.02, -0.23, -0.17]]
}